# C22H21N3O2

2 unconnected molecules or ions with the total composition C22H21N3O2 (the ωB97M-V functional and the def2-TZVPD basis, OMol25).

```
48
Properties=species:S:1:pos:R:3
C 3.449 -3.940 4.112
N 3.532 -2.662 3.439
C 4.333 -1.683 4.142
C 2.731 -2.342 2.344
C 1.401 -1.902 2.519
C 0.602 -1.648 1.433
N 1.089 -1.767 0.148
C 0.313 -1.408 -0.950
C -1.019 -1.867 -1.014
C -1.800 -1.597 -2.287
C -3.144 -1.236 -2.188
C -3.857 -0.888 -3.336
C -3.244 -0.976 -4.593
C -1.916 -1.409 -4.696
C -1.199 -1.730 -3.540
O -1.560 -2.488 -0.073
C 2.392 -2.170 -0.043
C 3.210 -2.467 1.016
H 2.798 -4.624 3.557
H 4.454 -4.376 4.189
H 3.059 -3.813 5.132
H 4.321 -0.723 3.616
H 3.954 -1.542 5.165
H 5.367 -2.044 4.218
H 0.988 -1.763 3.516
H -0.441 -1.358 1.531
H 0.852 -1.082 -1.840
H -3.616 -1.201 -1.205
H -4.890 -0.549 -3.247
H -3.799 -0.708 -5.495
H -1.430 -1.491 -5.671
H -0.163 -2.069 -3.588
H 2.691 -2.259 -1.089
H 4.231 -2.804 0.837
C -2.328 6.634 -0.136
C -1.866 5.986 1.022
C -1.420 4.665 0.946
C -1.430 3.992 -0.281
N -0.962 2.643 -0.320
C -0.734 1.938 -1.294
O -0.496 1.321 -2.268
C -1.898 4.632 -1.434
C -2.344 5.954 -1.362
H -2.680 7.667 -0.084
H -1.856 6.508 1.979
H -1.057 4.123 1.820
H -1.912 4.082 -2.377
H -2.705 6.443 -2.268
```

Properties
ΔE to the lowest compared entry with this formula, charge and spin: 85.0 kcal/mol
M: 359.43 g mol⁻¹
total energy: -1165.61050 Eh
orbital gap: 6.92 eV
max |F|: 1.67 eV Å⁻¹

Mulliken atomic charge list, values in e, 8 entries: number 1, C, carries -1.00; number 2, N, carries 0.25; number 3, C, carries -0.98; number 4, C, carries 0.08; number 5, C, carries -0.59; number 6, C, carries -0.07; number 7, N, carries 0.19; number 8, C, carries -1.28

# C22H21N3OS

A molecular structure, C22H21N3OS (the ωB97M-V functional and the def2-TZVPD basis, OMol25).

```
48
Properties=species:S:1:pos:R:3
C -5.414 3.637 0.502
C -4.751 2.620 -0.393
N -3.755 2.043 0.229
C -2.887 1.107 -0.463
C -3.144 0.634 -1.921
C -4.204 1.242 -2.293
C -4.867 2.266 -1.546
H -5.958 2.505 -2.121
H -4.602 0.792 -3.320
H -2.615 -0.055 -2.262
N -1.909 0.454 0.490
H -1.659 0.951 1.176
C -0.572 -0.027 -0.454
C 0.216 1.028 -0.695
C 1.131 1.712 -0.158
C 1.899 2.824 -0.765
C 1.508 2.869 -2.238
S 0.316 1.557 -2.399
C 1.714 3.588 -3.288
H 2.645 4.354 -2.797
H 1.054 4.085 -3.749
H 2.372 3.002 -3.869
H 2.466 3.449 -0.353
H 1.384 1.725 1.165
C -0.087 -1.155 0.681
C 1.182 -1.491 0.314
C 2.098 -2.262 1.112
N 2.989 -2.958 0.839
C 3.946 -3.612 1.645
C 3.463 -3.835 2.910
C 2.198 -3.448 3.416
C 1.512 -2.644 2.455
C 0.253 -1.926 2.958
C -0.295 -1.129 1.952
H -1.257 -0.697 2.307
H -0.238 -2.141 4.066
H 1.898 -3.665 4.273
H 4.122 -4.386 3.709
C 5.085 -4.263 1.064
H 5.072 -5.393 1.243
H 5.984 -3.736 1.649
H 5.353 -3.886 0.247
O 1.847 -1.390 -0.891
H 2.702 -1.836 -1.005
H -0.938 -0.810 -1.068
H -6.494 3.329 0.531
H -5.416 4.617 -0.149
H -4.897 3.871 1.305
```

Properties
ΔE to the lowest compared entry with this formula, charge and spin: 373.1 kcal/mol
M: 375.50 g mol⁻¹
total energy: -1487.99391 Eh
orbital gap: 7.73 eV
max |F|: 16.63 eV Å⁻¹

Mulliken atomic charge list, values in e, 8 entries: number 1, C, carries -1.34; number 2, C, carries 0.59; number 3, N, carries -0.54; number 4, C, carries 0.45; number 5, C, carries -0.83; number 6, C, carries -0.34; number 7, C, carries -0.21; number 8, H, carries 0.08

# C22H21N6OPt

A molecular structure, C22H21N6OPt (the ωB97M-V functional and the def2-TZVPD basis, OMol25).

```
51
Properties=species:S:1:pos:R:3
Pt 1.179 -0.325 -0.094
C -4.140 -1.919 -0.852
C -3.442 -2.881 -0.133
C -2.061 -2.865 -0.103
C -1.361 -1.860 -0.794
C -2.070 -0.870 -1.492
C -3.448 -0.917 -1.534
N 0.033 -1.847 -0.823
C 0.776 -2.942 -1.165
C 0.284 -4.121 -1.719
C 1.173 -5.167 -2.058
C 2.545 -5.023 -1.907
C 3.074 -3.844 -1.397
C 2.199 -2.804 -1.017
N 2.568 -1.613 -0.530
N 3.861 -1.269 -0.364
C 4.020 -0.078 0.157
C 5.321 0.460 0.351
C 5.454 1.721 0.876
C 4.311 2.431 1.248
C 3.053 1.862 1.057
N 2.883 0.666 0.510
H -5.221 -1.949 -0.889
H -3.980 -3.651 0.405
H -1.506 -3.597 0.471
H -1.512 -0.136 -2.063
H -3.998 -0.192 -2.121
H -0.776 -4.225 -1.906
H 0.775 -6.094 -2.448
H 3.204 -5.832 -2.189
H 4.142 -3.705 -1.284
H 6.170 -0.144 0.063
H 6.434 2.159 1.008
H 4.389 3.411 1.698
H 2.161 2.377 1.387
N -0.250 0.967 0.405
C -1.134 1.690 0.561
N -2.152 2.514 0.701
C -2.245 3.721 -0.095
C -1.987 4.944 0.862
O -2.871 4.866 1.927
C -2.741 3.741 2.728
C -3.033 2.469 1.846
H -3.255 3.812 -0.496
H -1.519 3.719 -0.905
H -2.190 5.867 0.322
H -0.943 4.917 1.191
H -3.484 3.803 3.520
H -1.736 3.651 3.156
H -4.066 2.536 1.503
H -2.887 1.562 2.428
```

Properties
total charge: +3
ΔE to the lowest compared entry with this formula, charge and spin: 3.3 kcal/mol
2S+1: 5
M: 580.53 g mol⁻¹
total energy: -1372.88808 Eh
orbital gap (alpha / beta): 7.74 / 3.79 eV
max |F|: 1.30 eV Å⁻¹

Mulliken atomic charge list, values in e, 8 entries: number 1, Pt, carries 0.59; number 2, C, carries -0.50; number 3, C, carries -0.84; number 4, C, carries -0.11; number 5, C, carries 0.00; number 6, C, carries -0.20; number 7, C, carries -0.79; number 8, N, carries -0.31

# C22H21N6Pd

A molecular structure, C22H21N6Pd (the ωB97M-V functional and the def2-TZVPD basis, OMol25).

```
50
Properties=species:S:1:pos:R:3
Pd -0.355 0.099 -0.348
C 2.429 -4.864 -0.919
C 2.172 -4.275 -2.157
C 1.852 -2.932 -2.253
C 1.768 -2.116 -1.109
C 2.062 -2.721 0.125
C 2.374 -4.073 0.219
N 1.369 -0.795 -1.144
C 2.054 0.087 -1.979
C 3.213 -0.188 -2.702
C 3.890 0.820 -3.394
C 3.419 2.123 -3.356
C 2.267 2.427 -2.635
C 1.571 1.421 -1.971
N 0.388 1.593 -1.302
N -0.039 2.864 -0.993
C -0.986 2.850 -0.110
C -1.654 4.062 0.311
C -2.498 4.048 1.366
C -2.759 2.829 2.064
C -2.184 1.692 1.576
N -1.379 1.644 0.500
H 2.676 -5.916 -0.850
H 2.210 -4.877 -3.058
H 1.636 -2.489 -3.217
H 2.019 -2.092 1.008
H 2.584 -4.504 1.191
H 3.624 -1.190 -2.701
H 4.794 0.578 -3.940
H 3.946 2.911 -3.883
H 1.885 3.437 -2.580
H -1.426 4.968 -0.232
H -2.976 4.968 1.687
H -3.383 2.794 2.946
H -2.354 0.740 2.064
C -1.616 -5.239 -0.338
C -1.998 -3.808 -0.173
C -3.217 -3.165 -0.168
C -2.922 -1.796 -0.007
N -1.608 -1.618 0.094
N -1.076 -2.850 -0.014
C -3.899 -0.669 -0.007
H -2.505 -5.867 -0.321
H -0.944 -5.560 0.459
H -1.097 -5.397 -1.284
H -4.191 -3.608 -0.282
H -0.070 -2.959 0.029
H -4.828 -1.000 -0.470
H -3.506 0.183 -0.559
H -4.129 -0.331 1.002
```

Properties
total charge: -1
ΔE to the lowest compared entry with this formula, charge and spin: 8.1 kcal/mol
M: 475.87 g mol⁻¹
total energy: -1307.40851 Eh
orbital gap: 5.03 eV
max |F|: 0.35 eV Å⁻¹

Mulliken atomic charge list, values in e, 8 entries: number 1, Pd, carries 0.83; number 2, C, carries -0.55; number 3, C, carries -0.75; number 4, C, carries 0.16; number 5, C, carries -0.53; number 6, C, carries -0.17; number 7, C, carries -0.21; number 8, N, carries -0.42